Entry 1:
Molecular formula: C3H24N2O7
Method: DFT, ωB97M-V with the def2-TZVPD basis set

Properties
- structure (SMILES) = CNCCN.O.O.O.O.O.O.O
- LUMO level (eV) = 0.057
- gap between HOMO and LUMO (eV) = 8.90
- ΔE to the lowest compared entry with this formula, charge and spin (kJ/mol) = 325.4

```
! RIJCOSX wB97M-V def2-TZVPD def2/J DEFGRID3
* xyz 0 1
C -2.498 1.258 -2.107
N -2.004 1.484 -0.749
C -1.100 2.655 -0.834
C 0.049 2.479 -1.815
N 0.871 3.697 -1.773
H -3.398 0.676 -2.283
H -2.515 2.219 -2.764
H -1.642 0.960 -2.759
H -2.776 1.530 -0.106
H -0.599 2.763 0.130
H -1.529 3.652 -1.122
H -0.191 2.137 -2.816
H 0.839 1.730 -1.592
H 1.444 3.841 -0.966
H 1.292 4.033 -2.621
O 0.225 -1.149 2.147
H 0.507 -0.552 1.440
H -0.155 -1.947 1.772
O 3.470 0.431 1.371
H 3.276 -0.441 1.744
H 4.392 0.392 1.108
O 2.732 -2.303 2.809
H 2.644 -2.690 1.916
H 1.765 -2.189 2.909
O 0.397 -0.596 -1.199
H -0.187 -1.338 -0.962
H -0.265 0.079 -0.937
O -1.462 -2.981 -0.024
H -1.784 -3.321 0.825
H -1.333 -3.822 -0.484
O -2.209 -2.308 3.358
H -1.257 -2.435 3.313
H -2.511 -1.481 3.732
O 2.037 -2.370 0.010
H 2.370 -1.603 -0.463
H 1.105 -2.491 -0.210
*
```

Now the Löwdin charges, all in e: atom 1 (C): -0.16, atom 2 (N): -0.12, atom 3 (C): -0.24, atom 4 (C): -0.30, atom 5 (N): -0.01, atom 6 (H): 0.08, atom 7 (H): 0.10, atom 8 (H): 0.06, atom 9 (H): 0.10, atom 10 (H): 0.11, atom 11 (H): 0.13, atom 12 (H): 0.10, atom 13 (H): 0.11, atom 14 (H): 0.06, atom 15 (H): 0.06, atom 16 (O): -0.05, atom 17 (H): 0.05, atom 18 (H): 0.01, atom 19 (O): -0.06, atom 20 (H): 0.00, atom 21 (H): 0.03, atom 22 (O): -0.09, atom 23 (H): 0.01, atom 24 (H): 0.01, atom 25 (O): -0.08, atom 26 (H): 0.01, atom 27 (H): 0.01, atom 28 (O): -0.04, atom 29 (H): 0.05, atom 30 (H): 0.06, atom 31 (O): -0.05, atom 32 (H): 0.01, atom 33 (H): 0.04, atom 34 (O): -0.06, atom 35 (H): 0.04, atom 36 (H): 0.01



Entry 2:
Molecular formula: C3H24NO11
Method: DFT, ωB97M-V with the def2-TZVPD basis set

Properties
- LUMO level (eV) = 2.932
- gap between HOMO and LUMO (eV) = 9.40
- ΔE to the lowest compared entry with this formula, charge and spin (kJ/mol) = 0.0

```
! RIJCOSX wB97M-V def2-TZVPD def2/J DEFGRID3
* xyz -1 1
C -2.106 1.451 -0.302
C -2.044 1.713 1.215
C -1.773 0.402 1.945
O -0.687 0.309 2.611
O -2.606 -0.514 1.840
N -0.855 0.922 -0.863
H -2.891 0.714 -0.480
H -2.338 2.375 -0.829
H -1.291 2.454 1.493
H -3.009 2.085 1.569
H -0.630 0.025 -0.435
H -0.099 1.569 -0.667
H -1.794 -1.292 -2.531
H -0.975 -2.324 -1.714
O -1.279 -2.104 -2.626
H -0.947 1.183 -3.614
H 0.384 0.476 -3.890
O -0.092 1.323 -4.041
H 3.872 -0.003 1.208
H 2.392 0.472 1.539
O 2.957 -0.110 0.920
H 1.554 -0.837 -2.287
H 0.332 -1.478 -3.029
O 1.154 -0.960 -3.158
H 2.187 -2.642 2.908
H 2.906 -1.485 2.127
O 3.017 -2.162 2.815
H 1.645 1.387 -1.640
H 0.834 2.140 -2.730
O 1.273 2.250 -1.859
H 1.402 2.196 1.674
H 0.660 1.088 2.485
O 1.591 1.493 2.312
H -0.385 -2.285 0.800
H 0.694 -1.643 -0.180
O -0.112 -2.172 -0.151
H -0.497 -1.466 2.780
H -1.695 -2.175 2.321
O -0.749 -2.375 2.460
*
```

Now the Löwdin charges, all in e: atom 1 (C): -0.26, atom 2 (C): -0.11, atom 3 (C): -0.65, atom 4 (O): -0.08, atom 5 (O): -0.02, atom 6 (N): 0.02, atom 7 (H): 0.10, atom 8 (H): 0.10, atom 9 (H): 0.10, atom 10 (H): 0.11, atom 11 (H): 0.04, atom 12 (H): 0.04, atom 13 (H): 0.04, atom 14 (H): 0.02, atom 15 (O): -0.08, atom 16 (H): 0.04, atom 17 (H): 0.01, atom 18 (O): -0.09, atom 19 (H): 0.04, atom 20 (H): -0.02, atom 21 (O): -0.12, atom 22 (H): 0.04, atom 23 (H): 0.01, atom 24 (O): -0.07, atom 25 (H): 0.02, atom 26 (H): -0.03, atom 27 (O): -0.08, atom 28 (H): 0.02, atom 29 (H): 0.01, atom 30 (O): -0.10, atom 31 (H): 0.06, atom 32 (H): 0.03, atom 33 (O): -0.08, atom 34 (H): 0.02, atom 35 (H): 0.04, atom 36 (O): -0.08, atom 37 (H): 0.03, atom 38 (H): 0.03, atom 39 (O): -0.10



Entry 3:
Molecular formula: C3H25N2O7
Method: DFT, ωB97M-V with the def2-TZVPD basis set

Properties
- LUMO level (spin up / spin down) (eV) = 0.326 / 0.195
- gap between HOMO and LUMO (spin up / spin down) (eV) = 2.72 / 9.41

```
! RIJCOSX wB97M-V def2-TZVPD def2/J DEFGRID3
* xyz 0 2
C -0.617 -0.380 3.280
C -0.221 0.854 2.422
C 0.700 0.507 1.185
N 0.213 -0.493 0.257
N -0.933 -1.628 2.569
H -1.589 -0.006 3.688
H 0.286 -0.352 3.999
H -1.058 1.414 2.101
H 0.454 1.429 3.160
H 0.884 1.508 0.716
H 1.743 0.338 1.749
H 1.022 -0.688 -0.437
H -0.679 -0.154 -0.406
H -0.100 -1.360 0.688
H -1.988 -1.896 2.613
H -0.356 -2.365 2.635
H 2.452 3.547 -1.560
H 1.053 4.195 -1.665
O 1.681 3.461 -1.977
H -0.943 2.253 -2.653
H 0.521 2.389 -2.107
O -0.416 1.899 -2.042
H -0.147 -1.899 -1.616
H 1.042 -2.818 -1.934
O 0.623 -2.276 -1.271
H 2.598 0.632 -1.853
H 2.669 -1.057 -1.986
O 2.369 -0.268 -1.462
H -2.234 1.904 -0.257
H -2.053 3.348 -0.628
O -2.468 2.865 0.088
H -3.331 -0.960 -2.445
H -2.984 -2.286 -2.945
O -2.651 -1.502 -2.678
H 2.428 -3.159 1.496
H 1.180 -4.018 1.294
O 1.487 -3.051 1.499
*
```

Now the Löwdin charges, all in e: atom 1 (C): -0.27, atom 2 (C): -0.21, atom 3 (C): -0.25, atom 4 (N): 0.05, atom 5 (N): -0.01, atom 6 (H): 0.11, atom 7 (H): 0.13, atom 8 (H): 0.06, atom 9 (H): 0.13, atom 10 (H): 0.10, atom 11 (H): 0.16, atom 12 (H): 0.08, atom 13 (H): 0.19, atom 14 (H): 0.07, atom 15 (H): 0.13, atom 16 (H): -0.02, atom 17 (H): -0.04, atom 18 (H): 0.10, atom 19 (O): -0.06, atom 20 (H): -0.06, atom 21 (H): 0.03, atom 22 (O): -0.11, atom 23 (H): -0.01, atom 24 (H): 0.04, atom 25 (O): -0.10, atom 26 (H): 0.05, atom 27 (H): 0.04, atom 28 (O): -0.19, atom 29 (H): 0.05, atom 30 (H): -0.01, atom 31 (O): -0.14, atom 32 (H): -0.02, atom 33 (H): -0.03, atom 34 (O): 0.01, atom 35 (H): 0.01, atom 36 (H): 0.10, atom 37 (O): -0.11



Entry 4:
Molecular formula: C3H26N2O10
Method: DFT, ωB97M-V with the def2-TZVPD basis set

Properties
- structure (SMILES) = NCCC(N)=O.O.O.O.O.O.O.O.O.O
- LUMO level (eV) = 0.351
- gap between HOMO and LUMO (eV) = 10.46
- ΔE to the lowest compared entry with this formula, charge and spin (kJ/mol) = 119.2

```
! RIJCOSX wB97M-V def2-TZVPD def2/J DEFGRID3
* xyz 0 1
N 2.370 0.051 2.409
C 0.986 -0.345 2.009
C 0.118 0.909 1.866
C -1.071 0.590 0.985
N -0.903 0.691 -0.374
O -2.162 0.279 1.447
H 2.977 -0.789 2.516
H 2.357 0.598 3.283
H 1.072 -0.949 0.985
H 0.505 -1.043 2.732
H 0.774 1.711 1.466
H -0.248 1.213 2.846
H -1.655 0.441 -0.939
H -0.062 0.913 -0.776
O -2.318 -1.667 -1.663
H -2.498 -2.048 -0.740
H -2.950 -1.016 -1.670
O -2.640 -2.325 0.909
H -2.641 -1.442 1.165
H -1.712 -2.607 1.191
O 3.112 1.276 -0.134
H 2.930 0.952 0.756
H 2.595 2.170 -0.222
O 1.385 3.285 -0.618
H 0.658 3.757 -0.208
H 1.077 3.036 -1.513
O -0.047 -2.983 1.190
H 0.161 -2.657 0.304
H 0.017 -3.937 1.093
O 1.900 -0.052 -2.011
H 2.411 0.398 -1.305
H 2.535 -0.546 -2.457
O -3.833 0.347 -0.654
H -4.338 1.118 -0.678
H -3.434 0.308 0.275
O 0.505 2.077 -2.848
H 1.046 1.232 -2.628
H 0.501 2.330 -3.801
O 0.306 -2.082 -1.292
H -0.614 -1.857 -1.440
H 0.826 -1.338 -1.458
*
```

Now the Löwdin charges, all in e: atom 1 (N): -0.03, atom 2 (C): -0.26, atom 3 (C): -0.10, atom 4 (C): -0.45, atom 5 (N): 0.25, atom 6 (O): 0.01, atom 7 (H): 0.10, atom 8 (H): 0.09, atom 9 (H): 0.13, atom 10 (H): 0.12, atom 11 (H): 0.11, atom 12 (H): 0.12, atom 13 (H): 0.06, atom 14 (H): 0.04, atom 15 (O): -0.07, atom 16 (H): 0.04, atom 17 (H): -0.04, atom 18 (O): -0.05, atom 19 (H): -0.04, atom 20 (H): 0.04, atom 21 (O): -0.10, atom 22 (H): -0.01, atom 23 (H): 0.06, atom 24 (O): -0.06, atom 25 (H): 0.06, atom 26 (H): 0.01, atom 27 (O): -0.07, atom 28 (H): -0.01, atom 29 (H): 0.07, atom 30 (O): -0.04, atom 31 (H): 0.01, atom 32 (H): 0.06, atom 33 (O): -0.05, atom 34 (H): 0.02, atom 35 (H): 0.05, atom 36 (O): -0.11, atom 37 (H): 0.04, atom 38 (H): 0.08, atom 39 (O): -0.03, atom 40 (H): 0.00, atom 41 (H): -0.04



Entry 5:
Molecular formula: C3H27NO9
Method: DFT, ωB97M-V with the def2-TZVPD basis set

Properties
- structure (SMILES) = CCCN.O.O.O.O.O.O.O.O.O
- LUMO level (eV) = 0.127
- gap between HOMO and LUMO (eV) = 9.39
- ΔE to the lowest compared entry with this formula, charge and spin (kJ/mol) = 167.5

```
! RIJCOSX wB97M-V def2-TZVPD def2/J DEFGRID3
* xyz 0 1
C -1.402 0.279 1.830
C -0.287 0.656 0.790
C 0.887 -0.302 0.625
N 1.624 -0.092 -0.598
H -1.256 -0.629 2.399
H -2.219 -0.054 1.167
H -1.778 1.130 2.381
H -0.800 0.723 -0.164
H 0.096 1.625 1.115
H 0.522 -1.291 0.870
H 1.610 -0.077 1.406
H 1.152 0.257 -1.426
H 2.194 -0.840 -0.969
O 1.092 -2.713 3.728
H 1.752 -3.136 3.164
H 0.304 -2.850 3.178
O -0.099 2.857 -2.607
H -0.843 2.245 -2.606
H -0.182 3.517 -1.918
O -2.389 0.265 -1.958
H -3.156 0.729 -2.282
H -2.266 0.050 -1.037
O -3.340 2.258 -0.611
H -3.696 2.810 0.089
H -2.394 2.389 -0.699
O -0.878 -2.224 -1.084
H -1.011 -1.402 -1.581
H -0.754 -2.784 -1.865
O 0.690 0.019 3.624
H 0.939 -0.919 3.775
H 1.477 0.355 3.189
O 1.226 0.638 -3.598
H 1.855 0.149 -4.126
H 1.307 1.594 -3.636
O -0.490 -3.798 1.001
H -0.061 -3.079 0.527
H -1.418 -3.626 0.814
O 3.606 2.126 -0.498
H 3.043 1.350 -0.682
H 3.160 2.574 0.225
*
```

Now the Löwdin charges, all in e: atom 1 (C): -0.09, atom 2 (C): -0.22, atom 3 (C): -0.29, atom 4 (N): 0.00, atom 5 (H): 0.06, atom 6 (H): 0.06, atom 7 (H): 0.07, atom 8 (H): 0.05, atom 9 (H): 0.11, atom 10 (H): 0.07, atom 11 (H): 0.09, atom 12 (H): 0.04, atom 13 (H): 0.09, atom 14 (O): -0.05, atom 15 (H): 0.06, atom 16 (H): 0.04, atom 17 (O): -0.04, atom 18 (H): 0.02, atom 19 (H): 0.05, atom 20 (O): -0.05, atom 21 (H): 0.05, atom 22 (H): 0.00, atom 23 (O): -0.05, atom 24 (H): 0.05, atom 25 (H): 0.02, atom 26 (O): -0.05, atom 27 (H): 0.03, atom 28 (H): 0.08, atom 29 (O): -0.08, atom 30 (H): 0.01, atom 31 (H): 0.02, atom 32 (O): -0.06, atom 33 (H): 0.04, atom 34 (H): 0.02, atom 35 (O): -0.07, atom 36 (H): -0.02, atom 37 (H): 0.04, atom 38 (O): -0.09, atom 39 (H): -0.02, atom 40 (H): 0.02



Entry 6:
Molecular formula: C3H28NO13
Method: DFT, ωB97M-V with the def2-TZVPD basis set

Properties
- LUMO level (eV) = 2.865
- gap between HOMO and LUMO (eV) = 8.80
- ΔE to the lowest compared entry with this formula, charge and spin (kJ/mol) = 179.6

```
! RIJCOSX wB97M-V def2-TZVPD def2/J DEFGRID3
* xyz -1 1
O 1.278 -0.859 2.185
C 0.186 -0.748 1.635
C -0.054 0.231 0.519
N 0.265 -0.452 -0.746
C -0.806 -0.317 -1.787
O -2.058 -0.645 -1.316
H -0.621 -1.403 1.953
H 0.583 1.123 0.664
H -1.095 0.581 0.518
H 1.156 -0.138 -1.052
H -0.576 -1.048 -2.592
H -0.811 0.730 -2.187
H -2.494 -0.042 2.417
H -2.348 1.494 2.586
O -2.234 0.652 3.041
H 2.102 -2.971 -0.242
H 2.610 -1.947 0.793
O 2.917 -2.479 0.057
H 0.561 -2.538 -1.336
H -0.215 -3.607 -0.692
O 0.694 -3.477 -1.070
H 2.464 0.475 1.992
H 2.619 1.912 2.505
O 3.010 1.263 1.908
H -3.009 2.635 0.775
H -1.618 3.108 1.084
O -2.449 2.910 1.533
H -2.118 2.207 -1.451
H -2.855 0.845 -1.290
O -2.994 1.841 -1.314
H 3.452 -1.212 -0.910
H 3.788 -0.788 -2.411
O 3.680 -0.448 -1.527
H 3.007 1.831 0.321
H 3.261 1.157 -1.118
O 2.907 1.979 -0.673
H 0.900 3.971 -1.614
H 1.398 2.618 -1.026
O 0.592 3.166 -1.209
H -3.755 -1.154 0.918
H -2.406 -0.810 0.113
O -2.812 -1.135 1.046
H -2.213 -2.924 0.426
H -1.939 -2.372 -0.965
O -1.950 -3.216 -0.463
*
```

Now the Löwdin charges, all in e: atom 1 (O): 0.00, atom 2 (C): -0.16, atom 3 (C): -0.17, atom 4 (N): -0.01, atom 5 (C): -0.34, atom 6 (O): -0.32, atom 7 (H): 0.11, atom 8 (H): 0.11, atom 9 (H): 0.09, atom 10 (H): 0.07, atom 11 (H): 0.11, atom 12 (H): 0.11, atom 13 (H): -0.03, atom 14 (H): -0.03, atom 15 (O): -0.09, atom 16 (H): 0.02, atom 17 (H): 0.02, atom 18 (O): -0.07, atom 19 (H): 0.02, atom 20 (H): 0.03, atom 21 (O): -0.10, atom 22 (H): 0.00, atom 23 (H): 0.07, atom 24 (O): -0.05, atom 25 (H): 0.05, atom 26 (H): 0.04, atom 27 (O): -0.06, atom 28 (H): 0.00, atom 29 (H): 0.01, atom 30 (O): -0.10, atom 31 (H): 0.02, atom 32 (H): 0.05, atom 33 (O): -0.08, atom 34 (H): 0.02, atom 35 (H): 0.02, atom 36 (O): -0.13, atom 37 (H): 0.01, atom 38 (H): -0.02, atom 39 (O): -0.09, atom 40 (H): 0.05, atom 41 (H): 0.03, atom 42 (O): -0.14, atom 43 (H): 0.03, atom 44 (H): 0.01, atom 45 (O): -0.09